No. 1
# C21H23Br54F3NO2P

C21H23Br54F3NO2P as an isolated structure (wB97M-V/def2-TZVPD, the OMol25 dataset).

Results
* 2S+1: 1
* LUMO energy: -0.0148 hartree
* orbital gap: 8.576 eV

Last column: Mulliken charge in e.
Geometry (Å):
N  2.9929  0.6889  -3.0880  -0.259
P  3.3942  0.8885  -4.6215  0.102
C  4.9893  -0.1111  -5.0116  -0.047
O  6.1937  0.6838  -4.9148  -0.198
C  6.6180  0.8440  -3.5680  0.153
O  6.6646  -0.0556  -2.7104  -0.443
C  4.9603  -0.7649  -6.4965  0.666
F  5.7354  -1.9657  -6.4519  -0.249
F  5.4889  0.0921  -7.4759  -0.196
F  3.6414  -1.0998  -6.8648  -0.221
H  2.0492  0.2868  -2.9838  -0.025
H  2.2879  0.4662  -5.4231  0.045
H  3.6059  2.2770  -4.8652  0.104
H  4.9838  -1.0214  -4.3023  0.262
H  7.0056  1.8770  -3.2412  0.341
C  2.3283  -1.1136  0.5046  0.047
Br  0.8852  -0.8555  -0.7675  0.205
Br  3.9895  -1.5845  -0.3773  0.000
Br  2.5424  0.4161  1.6767  0.092
H  2.0505  -1.9574  1.1319  -0.213
C  9.0151  -0.0579  -9.0409  -0.328
Br  10.9085  -0.3646  -8.7515  -0.036
Br  8.1370  -1.6202  -9.7819  -0.040
Br  8.1314  0.5681  -7.4331  0.029
H  8.9306  0.7358  -9.7806  0.346
C  -1.3025  -2.6579  -4.1424  0.438
Br  0.4778  -2.0992  -4.6688  -0.067
Br  -2.4338  -1.1428  -3.7113  -0.014
Br  -2.1156  -3.8145  -5.4715  -0.038
H  -1.1953  -3.2449  -3.2311  -0.416
C  -0.6022  -4.7786  1.2665  -0.409
Br  -0.8943  -4.6796  -0.6489  0.109
Br  1.2523  -4.4503  1.7307  -0.085
Br  -1.8092  -3.6157  2.2414  0.106
H  -0.8296  -5.7989  1.5701  0.389
C  0.9995  -4.3039  6.1133  -0.438
Br  -0.8588  -3.7538  6.0497  0.043
Br  1.3163  -5.8942  5.0494  -0.040
Br  2.1960  -2.8582  5.6232  0.010
H  1.2199  -4.5634  7.1469  0.383
C  1.6625  -7.3272  -3.0468  -0.331
Br  0.3355  -6.3428  -4.0623  0.053
Br  0.8692  -8.2728  -1.5506  -0.032
Br  2.7021  -8.5102  -4.1778  -0.048
H  2.3529  -6.5954  -2.6312  0.344
C  -4.4316  -0.2152  1.1328  -0.210
Br  -2.6362  -0.1821  0.4024  0.096
Br  -4.4439  -0.7701  2.9936  0.013
Br  -5.3431  1.4763  0.8774  0.029
H  -4.9894  -0.9646  0.5734  0.091
C  2.5754  4.5959  0.5768  0.438
Br  0.7106  5.1373  0.5250  0.112
Br  2.8990  3.0192  -0.5022  -0.002
Br  3.7651  6.0542  0.1015  0.045
H  2.7995  4.3263  1.6085  -0.545
C  -8.1972  -1.2010  4.4859  -0.203
Br  -8.4562  -0.4743  2.7073  0.067
Br  -9.1736  -0.1932  5.8248  -0.030
Br  -8.6164  -3.0926  4.5617  0.011
H  -7.1389  -1.0997  4.7202  0.177
C  3.4513  3.3706  5.0436  0.055
Br  2.0056  3.6325  3.7775  -0.042
Br  5.1091  2.9014  4.1545  -0.023
Br  3.6681  4.8983  6.2165  -0.013
H  3.1758  2.5247  5.6709  0.003
C  -5.1317  -4.9913  -1.4853  -0.477
Br  -4.9788  -3.8665  0.0864  0.046
Br  -6.9819  -5.3550  -1.9383  -0.058
Br  -4.1516  -4.2577  -2.9885  0.187
H  -4.6705  -5.9459  -1.2387  0.371
C  -0.2256  8.7977  1.8604  -0.096
Br  1.2404  8.8883  0.5944  0.023
Br  0.3200  7.9873  3.5364  0.010
Br  -1.0532  10.5306  2.1321  -0.050
H  -0.9835  8.1479  1.4249  0.096
C  -3.2938  5.5951  3.0642  -0.293
Br  -2.7377  5.5170  1.2076  -0.050
Br  -3.8981  7.3702  3.5587  -0.016
Br  -4.6174  4.2402  3.4776  -0.034
H  -2.4151  5.3776  3.6690  0.345
C  -9.1391  1.7508  -1.5594  -0.295
Br  -8.9194  2.5742  0.1821  -0.071
Br  -7.6763  2.1916  -2.7538  -0.014
Br  -9.4048  -0.1652  -1.4199  -0.035
H  -10.0442  2.1673  -1.9970  0.363
C  4.2554  2.2909  9.5558  -0.354
Br  6.0316  2.8592  9.0250  0.005
Br  3.1223  3.7975  10.0095  -0.008
Br  3.4346  1.1485  8.2194  0.012
H  4.3682  1.6938  10.4585  0.340
C  -5.5774  -4.6546  -7.7165  -0.283
Br  -3.7974  -5.3307  -8.0995  -0.070
Br  -6.7665  -6.0633  -7.1154  -0.011
Br  -5.5403  -3.1662  -6.4749  -0.036
H  -5.9809  -4.2756  -8.6534  0.340
C  5.8659  9.5258  1.0598  -0.373
Br  4.5350  10.5252  0.0624  -0.016
Br  5.0821  8.5683  2.5540  0.015
Br  6.8947  8.3499  -0.0896  -0.025
H  6.5611  10.2516  1.4769  0.358
C  -6.2565  -5.7471  7.3055  -0.336
Br  -4.4739  -5.1944  6.7782  0.037
Br  -7.3856  -4.2305  7.7338  -0.014
Br  -7.0743  -6.9020  5.9793  -0.024
H  -6.1513  -6.3329  8.2165  0.328

Atoms 1-3, force components in eV/Å:
N 0.0 0.0 -1.2
P -1.5 -0.4 2.6
C -0.1 -1.3 -1.6

No. 2
# C21H23BrN2O3

An isolated molecule of C21H23BrN2O3 (wB97M-V/def2-TZVPD, the OMol25 dataset).

Results
* relative energy (zero: lowest compared OMol25 entry of this formula, charge and spin): 65.1 kcal per mole
* SMILES: O=C(C[C@H](Nc1ccc([N+](=O)[O-])cc1)C1CCCCC1)c1ccc(Br)cc1
* 2S+1: 1
* LUMO energy: -0.0340 hartree
* orbital gap: 7.699 eV

Last column: Mulliken charge in e.
Geometry (Å):
O  -0.8980  -0.6771  2.3433  -0.639
O  -3.5753  -3.0445  -4.1450  -0.543
O  -4.8424  -1.2037  -3.5409  -0.553
Br  -1.8260  -6.7897  -0.9024  -0.203
C  -0.0763  -1.3074  1.6784  0.065
C  -2.0199  -4.4253  0.8352  -0.414
C  0.0702  -4.6509  -0.2748  -0.788
C  -1.7771  -3.2153  1.2978  -0.535
C  0.4054  -3.3641  0.3756  0.039
C  -1.5181  0.3265  -1.4564  0.170
C  -0.1224  -1.4984  -2.2934  -0.372
C  -2.6909  -0.2115  -2.0194  -0.704
C  -1.3106  -2.1367  -2.7376  -0.516
C  -1.1239  -5.1117  -0.0512  0.050
C  -0.5005  -2.6658  1.1711  0.399
C  -0.2640  -0.2417  -1.5991  0.149
C  -2.6487  -1.4659  -2.7244  -0.404
N  0.8851  0.3096  -0.9916  0.048
N  -3.7702  -1.9639  -3.4930  0.825
C  1.1753  -0.4664  1.3431  -0.548
C  1.8937  5.0136  1.5189  -0.757
C  2.0748  3.8693  2.5516  -0.796
C  2.0791  4.3404  0.1898  -0.817
C  1.1774  2.6781  2.1704  -0.716
C  1.2528  3.1199  -0.2027  -0.709
C  0.7089  0.7317  0.4699  -0.231
C  1.5140  1.9856  0.7826  -0.435
H  -3.0749  -4.7330  0.9095  0.336
H  0.8534  -5.1843  -0.7944  0.531
H  -2.5321  -2.7278  1.8970  0.459
H  1.5471  -3.1641  0.4480  0.273
H  -1.6585  1.2956  -1.0572  0.538
H  0.8341  -2.0039  -2.4887  0.357
H  -3.6506  0.3675  -1.9709  0.390
H  -1.1541  -2.9423  -3.3932  0.549
H  1.8126  0.0631  -1.3005  0.337
H  1.6111  -0.1638  2.3108  0.481
H  1.8579  -1.0410  0.6561  0.342
H  2.5985  5.7807  1.8141  0.376
H  0.9174  5.5183  1.5855  0.294
H  3.1440  3.6146  2.5840  0.333
H  1.9182  4.1526  3.6588  0.331
H  3.1484  4.1092  0.0859  0.368
H  2.0391  5.1539  -0.5420  0.402
H  1.1896  2.0433  3.1125  0.366
H  0.2125  3.0717  2.0796  0.363
H  0.2057  3.3730  -0.2288  0.262
H  1.5767  2.7849  -1.1945  0.419
H  -0.2981  0.9621  0.7614  0.629
H  2.6295  1.7349  0.7710  0.199

Atoms 1-3, force components in eV/Å:
O 0.4 -0.8 -0.3
O -1.2 3.3 2.0
O 3.9 -3.3 0.1

No. 3
# C21H23ClN4O4S

An isolated molecule of C21H23ClN4O4S (wB97M-V/def2-TZVPD, the OMol25 dataset).

Results
* relative energy (zero: lowest compared OMol25 entry of this formula, charge and spin): 0.0 kcal per mole
* SMILES: Cc1ccc(Cl)cc1N1CCN(S(=O)(=O)c2ccc3c(c2)NC(=O)[C@@H](C)C(=O)N3)CC1
* 2S+1: 1
* LUMO energy: 0.0023 hartree
* orbital gap: 8.650 eV

Last column: Mulliken charge in e.
Geometry (Å):
C  4.5592  1.3904  -2.0833  -1.653
C  4.9591  0.2325  -1.2186  0.671
C  6.1231  -0.4654  -1.5025  -0.652
C  6.5749  -1.4974  -0.6992  -0.681
C  5.8382  -1.8296  0.4229  0.007
C  4.6644  -1.1654  0.7272  -0.391
C  4.2048  -0.1369  -0.0936  0.125
N  3.0353  0.5797  0.2120  0.483
C  1.8935  0.3710  -0.6563  -0.997
H  1.3615  -0.5557  -0.3807  0.212
C  0.9276  1.5455  -0.5113  -0.333
N  0.5321  1.6575  0.8762  0.116
S  -0.6920  2.7906  1.1048  1.371
O  -0.4920  3.9437  0.2738  -0.716
O  -0.8474  2.9752  2.5157  -0.736
C  -2.0923  1.8623  0.4883  -0.414
C  -2.5306  0.7915  1.2337  -0.958
C  -3.6222  0.0313  0.8148  0.671
C  -4.2707  0.3835  -0.3845  0.791
C  -3.8088  1.4818  -1.1146  -1.075
C  -2.7238  2.2209  -0.6886  -0.404
H  -2.3671  3.0782  -1.2357  0.551
H  -4.3300  1.7567  -2.0194  0.411
N  -5.4128  -0.2687  -0.8335  -0.115
C  -5.7422  -1.5981  -0.7677  0.218
O  -6.8025  -1.9911  -1.1818  -0.636
C  -4.6584  -2.4840  -0.1778  0.417
C  -4.6156  -2.2035  1.3160  0.251
O  -4.9893  -2.9670  2.1687  -0.639
N  -4.0762  -0.9879  1.6448  -0.114
H  -3.8765  -0.8714  2.6315  0.283
C  -4.9544  -3.9541  -0.4450  -1.669
H  -5.9109  -4.2178  -0.0032  0.319
H  -4.1827  -4.5779  -0.0026  0.415
H  -5.0021  -4.1384  -1.5147  0.413
H  -3.6967  -2.1847  -0.6103  0.528
H  -6.0501  0.2884  -1.3908  0.277
H  -2.0317  0.5696  2.1637  0.392
C  1.6800  1.8464  1.7436  -1.066
H  2.2209  2.7651  1.4770  0.309
C  2.6143  0.6469  1.5958  -0.780
H  2.0745  -0.2600  1.9122  0.406
H  3.4906  0.7889  2.2294  0.535
H  1.3041  1.9371  2.7623  0.492
H  1.4058  2.4744  -0.8513  0.188
H  0.0264  1.3778  -1.1043  0.433
H  2.2246  0.2849  -1.6895  0.482
H  4.1058  -1.4589  1.6010  0.539
Cl  6.3806  -3.1037  1.4622  -0.228
H  7.4864  -2.0235  -0.9319  0.425
H  6.7046  -0.1816  -2.3674  0.427
H  3.9621  2.0969  -1.5132  0.309
H  5.4459  1.8953  -2.4600  0.499
H  3.9785  1.0588  -2.9445  0.292

Atoms 1-3, force components in eV/Å:
C 0.0 -0.1 0.0
C -0.1 0.0 0.0
C -0.1 -0.1 0.1

No. 4
# C21H23ClO2PPr

C21H23ClO2PPr as an isolated structure (wB97M-V/def2-TZVPD, the OMol25 dataset).

Results
* charge: +2
* 2S+1: 3
* LUMO energy (spin up / spin down): -0.3198 / -0.3014 hartree
* <S²>: 2.0043
* orbital gap (spin up / spin down): 5.692 / 6.191 eV

Last column: Mulliken charge in e.
Geometry (Å):
Pr  0.0339  -1.1987  2.2285  1.314
Cl  -1.4084  -3.2406  1.9362  -0.304
C  2.6779  -1.0310  1.8012  0.296
O  3.7969  -1.3527  1.7042  -0.081
P  0.0312  0.2449  -0.5482  0.469
C  0.6344  1.8249  -1.3032  0.321
C  1.0482  -1.0593  -1.3644  0.379
C  -1.6168  -0.0281  -1.3580  0.900
C  0.5344  -2.3445  -1.6134  -0.240
C  1.3485  -3.3460  -2.1427  -0.688
C  2.7023  -3.1168  -2.3715  -0.479
C  3.2348  -1.8651  -2.0557  -0.665
C  2.4308  -0.8539  -1.5319  -0.506
H  -0.5177  -2.5498  -1.3850  0.431
H  0.9142  -4.3173  -2.3726  0.435
H  3.3329  -3.9029  -2.7861  0.437
H  4.2945  -1.6819  -2.2089  0.451
H  2.8625  0.1087  -1.2432  0.497
C  1.5072  2.6300  -0.5410  -0.120
C  1.9517  3.8470  -1.0511  -0.700
C  1.5956  4.2752  -2.3306  -0.490
C  0.7631  3.4785  -3.1097  -0.703
C  0.2869  2.2687  -2.5962  -0.314
H  1.8203  2.2970  0.4565  0.288
H  2.6092  4.4690  -0.4553  0.404
H  1.9502  5.2216  -2.7277  0.405
H  0.4735  3.7903  -4.1125  0.427
H  -0.3983  1.6786  -3.2006  0.300
C  -1.7803  -0.3724  -2.7166  -0.180
C  -3.0565  -0.5978  -3.2470  -0.812
C  -4.1812  -0.5301  -2.4248  -0.582
C  -4.0193  -0.1963  -1.0804  -0.713
C  -2.7647  0.0752  -0.5422  -0.549
H  -0.9008  -0.4718  -3.3654  0.450
H  -3.1562  -0.8361  -4.3037  0.410
H  -5.1642  -0.7432  -2.8448  0.419
H  -4.9001  -0.1518  -0.4453  0.414
H  -2.6748  0.3499  0.5199  0.275
H  -0.5924  3.3103  2.3780  0.056
H  -1.2688  2.9753  2.3325  -0.050
C  -0.4625  -0.9036  6.6778  -1.374
C  -0.6695  -1.1397  5.1747  0.151
O  -0.2814  0.0506  4.3247  -0.479
H  0.5944  -0.7476  6.9253  0.401
H  -0.8251  -1.8000  7.1988  0.376
H  -1.0184  -0.0517  7.0804  0.412
H  0.0071  -1.9376  4.8070  0.235
H  -1.7195  -1.3366  4.9255  0.345
H  -0.0596  0.8092  4.9087  0.328

Atoms 1-3, force components in eV/Å:
Pr -1.3 0.2 -0.8
Cl 0.6 0.9 0.2
C 6.6 -2.0 -0.6

DFT total energy values (in Ha) by entry order: -140656.6495; -3723.0803; -2192.4522; -2282.5012.
Largest force on an atom values (in eV Å⁻¹) by entry order: 4.55; 5.13; 0.95; 6.92.